Entry 1:
Computed, not measured: an isolated ion of composition C5H11N2O2 and charge -1 at a distorted geometry, with ωB97M-V/def2-TZVPD.

The value obtained for the total energy is -456.9332 hartree. As for the multiplicity: 3. The calculation puts the energy relative to the best compared isomer or geometry (same formula, charge and spin) at 0.0000 eV. Its orbital gap (spin up / spin down) is 3.20 / 6.30 eV. As for the total charge: -1.

Cartesian coordinates (Å):
C -1.0860 0.7551 -1.8919
C -1.7633 -0.6245 0.2235
C 0.4643 -1.1754 -1.0202
C 0.9908 0.6167 1.1962
C -0.4883 -0.0839 -0.6274
N 0.6058 2.1673 -0.6473
N 0.1270 1.0076 0.1480
O -2.0809 1.5331 -1.6653
O -0.5336 0.5549 -3.0225
H -2.4238 0.2915 0.0814
H -1.5745 -0.9851 1.1930
H -2.2623 -1.4217 -0.3118
H 1.3538 -1.2826 -0.3783
H 0.7727 -1.0291 -2.0383
H -0.0195 -2.1554 -0.9810
H 2.0089 0.5507 0.9051
H 0.8447 1.3312 1.9999
H 0.6904 -0.2883 1.6269
H 0.3084 1.9147 -1.6399
H -0.2367 2.7932 -0.4842

Forces on atoms 1 to 3 (eV/Å):
C -2.12 -0.46 -1.98
C 0.02 2.67 -2.70
C 0.82 -0.98 0.44

=====

Entry 2:
Computed, not measured: a 2-piece molecular cluster, C5H11N2O2 overall at a distorted geometry, with ωB97M-V/def2-TZVPD.

The value obtained for the total energy is -456.7085 hartree. The calculation puts the energy relative to the best compared isomer or geometry (same formula, charge and spin) at 4.5697 eV. Its orbital gap is 7.60 eV. As for the total charge: +1.

Cartesian coordinates (Å):
C 2.6335 -1.5062 0.9262
C 2.9981 -0.4500 0.2922
C 0.2923 0.7486 0.5019
C -2.8272 -0.5385 -1.2002
C -2.0120 0.3052 -0.2235
N -0.5544 0.0763 -0.2710
N 3.5131 0.4857 -0.4794
O -0.1978 1.7496 1.2126
O -2.3617 -0.0646 1.0778
H 3.2030 -2.3974 0.7213
H 2.0038 -1.5490 1.7635
H -3.7786 -0.5298 -0.9053
H -2.3825 -1.5658 -1.2171
H -2.8462 -0.1734 -2.1444
H -2.0563 1.3848 -0.5140
H -0.1513 -0.4911 -1.0124
H 0.6300 2.2201 1.4688
H 4.1541 1.2549 -0.1362
H 2.9635 0.8821 -1.2032
H -3.2233 0.1586 1.3426

Forces on atoms 1 to 3 (eV/Å):
C 1.54 0.31 -0.75
C 0.46 2.33 -1.48
C 1.59 -0.74 -1.45

=====

Entry 3:
Computed, not measured: a 2-piece molecular cluster, C5H11N2O2S overall at a distorted geometry, with ωB97M-V/def2-TZVPD.

The value obtained for the total energy is -855.2450 hartree. The calculation puts the energy relative to the best compared isomer or geometry (same formula, charge and spin) at 0.1096 eV. Its orbital gap is 7.73 eV. As for the total charge: -1.

Cartesian coordinates (Å):
C -0.3690 -1.8841 0.0259
C -1.1372 -0.8405 0.8689
C -0.3321 -1.2701 -1.3561
C -1.7179 0.1452 -0.2493
C 1.6901 1.8759 -0.2477
N -0.9402 -0.1495 -1.5222
N 1.6700 0.5687 0.3390
O 2.6588 -1.7599 0.5126
O 4.2409 0.1563 0.3117
S 2.9585 -0.4203 0.0023
H 0.6576 -2.0200 0.4038
H -0.7055 -2.9631 0.0227
H -1.8780 -0.9956 1.6507
H -0.2889 -0.3392 1.3875
H 3.0497 -0.6097 -1.5347
H 0.3638 -1.7211 -2.0461
H -2.6841 -0.1783 -0.6730
H -1.6385 1.2085 0.0017
H 1.9121 1.9277 -1.2752
H 0.6278 2.1871 -0.0041
H 2.4547 2.5765 0.2516

Forces on atoms 1 to 3 (eV/Å):
C -0.45 -1.53 0.45
C 0.86 1.87 -0.83
C -0.23 1.28 1.45

=====

Entry 4:
Computed, not measured: one molecule with the formula C5H11N2P at a distorted geometry, with ωB97M-V/def2-TZVPD.

The value obtained for the total energy is -647.8329 hartree. The calculation puts the energy relative to the best compared isomer or geometry (same formula, charge and spin) at 3.4339 eV. Its orbital gap is 7.80 eV. As for the total charge: 0.

Cartesian coordinates (Å):
C 1.2414 0.8278 -0.4936
C -0.1922 0.8212 -0.1963
C 1.4162 0.5654 -2.0122
C -0.4692 1.4752 1.0922
C -1.6784 -2.1380 0.7951
N 1.6755 -0.3390 0.1655
N -0.5646 -1.3825 0.5639
P 1.0023 -1.6234 0.6935
H 1.7004 1.6848 -0.1447
H -1.0156 0.6707 -0.9202
H 1.1559 1.5046 -2.3955
H 0.7450 -0.3099 -2.1015
H 2.4505 0.3926 -2.0165
H 0.2590 1.0552 1.8073
H -1.4074 1.3333 1.4666
H -0.2750 2.5288 1.0577
H -2.4688 -1.5195 1.1270
H -2.0068 -2.6260 -0.0962
H -1.5682 -2.9213 1.6078

Forces on atoms 1 to 3 (eV/Å):
C -2.48 -2.75 -2.52
C -1.52 -0.24 1.08
C -0.70 -0.22 3.03

=====

Entry 5:
Computed, not measured: a 2-piece molecular cluster, C5H11N3 overall at a distorted geometry, with ωB97M-V/def2-TZVPD.

The value obtained for the total energy is -361.1472 hartree. The calculation puts the energy relative to the best compared isomer or geometry (same formula, charge and spin) at 6.5913 eV. Its orbital gap is 8.69 eV. As for the total charge: 0.

Cartesian coordinates (Å):
C 1.8940 -2.0425 -0.1216
C 1.9283 -0.5822 -0.0058
C 1.0865 0.5209 -0.0142
C 1.6806 2.0394 -0.0293
C -1.0154 0.0436 0.6089
H 0.7311 -2.3523 -0.2752
H 2.4733 -2.4823 0.7036
H 2.4870 -2.3139 -0.9801
H 3.0535 -0.2671 0.0027
H 1.6012 2.6446 -1.1009
H 2.6446 2.1217 0.2755
H 1.3006 2.6254 0.7711
H -0.3564 -0.3524 1.6091
H -2.6320 -0.7949 1.4891
H -3.9251 0.4629 -1.2364
H -2.0195 -0.5225 -1.2787
N -0.3433 0.5724 -0.3726
N -2.3123 -0.0783 0.6537
N -2.8876 -0.3005 -0.6536

Forces on atoms 1 to 3 (eV/Å):
C -3.27 -0.52 -0.28
C 1.78 4.16 0.13
C 1.30 0.89 -2.18

=====

Entry 6:
Computed, not measured: C5H11N3 as an isolated structure at a distorted geometry, with ωB97M-V/def2-TZVPD.

The value obtained for the total energy is -361.2341 hartree. The calculation puts the energy relative to the best compared isomer or geometry (same formula, charge and spin) at 4.2255 eV. Its orbital gap is 7.77 eV. As for the total charge: 0.

Cartesian coordinates (Å):
C -0.6024 0.0904 -1.7011
C -0.7864 -1.6341 0.0242
N -0.5995 -0.1983 -0.2562
C 0.8280 0.5484 0.6978
N 1.3677 1.6031 -0.0173
C -1.4109 0.7049 0.5869
C 1.5821 -0.3639 1.3474
N -0.7090 1.3508 1.3864
H 2.3562 1.5103 -0.2063
H 0.9861 2.5058 0.2300
H -2.4893 0.7144 0.4012
H -1.6132 -0.0097 -2.1026
H 0.0559 -0.6039 -2.2234
H -0.2395 1.1021 -1.8637
H -0.9100 -1.7875 1.0939
H 0.0934 -2.1739 -0.3242
H -1.6708 -2.0081 -0.4964
H 2.5887 -0.0914 1.6361
H 1.1730 -1.2592 1.7873

Forces on atoms 1 to 3 (eV/Å):
C -0.16 0.00 0.23
C -0.19 0.26 -0.16
N 0.02 -0.08 0.10

=====

Entry 7:
Computed, not measured: one molecule with the formula C5H11N3 at a distorted geometry, with ωB97M-V/def2-TZVPD.

As for the SMILES: [H]/N=C(/C)NNCC=C. The value obtained for the total energy is -361.2306 hartree. The calculation puts the energy relative to the best compared isomer or geometry (same formula, charge and spin) at 4.3213 eV. Its orbital gap is 9.46 eV. As for the total charge: 0.

Cartesian coordinates (Å):
H 0.0804 2.4194 1.2285
N 0.2962 2.8189 0.3164
C 0.0197 2.0267 -0.6296
C 0.2511 2.4269 -2.0599
N -0.6161 0.7910 -0.5076
N -0.7740 0.2292 0.7592
C 0.1869 -0.6551 1.2448
C 0.0539 -2.3341 0.5361
C 0.3348 -3.4331 1.2126
H 0.6305 3.4441 -2.0844
H -0.6754 2.3746 -2.6335
H 0.9817 1.7628 -2.5270
H -0.5063 0.1381 -1.2754
H -1.7465 0.0126 0.9545
H 0.0526 -0.8538 2.3059
H 1.0276 -0.9981 0.5328
H -0.4629 -2.3611 -0.4205
H 0.0116 -4.4157 0.8892
H 0.8544 -3.3932 2.1579

Forces on atoms 1 to 3 (eV/Å):
H -0.09 -0.15 -0.10
N 0.23 0.14 0.08
C -0.34 0.15 0.01

=====

Entry 8:
Computed, not measured: one molecule with the formula C5H11N3 at a distorted geometry, with ωB97M-V/def2-TZVPD.

As for the SMILES: [H]/N=C(/C)N(C)/N=C/C. The value obtained for the total energy is -361.2723 hartree. The calculation puts the energy relative to the best compared isomer or geometry (same formula, charge and spin) at 3.1859 eV. Its orbital gap is 9.42 eV. As for the total charge: 0.

Cartesian coordinates (Å):
H 0.8434 -0.2304 -2.5783
N 1.1693 -0.9408 -1.9248
C 0.6931 -0.8494 -0.7594
C 1.0594 -1.9044 0.2515
N -0.8504 -0.2875 -0.5176
C -1.6878 -0.0101 -1.6695
N -0.9254 0.6423 0.4316
C 0.1181 1.0813 0.9808
C 0.1762 1.9154 2.2022
H 1.1208 -2.8660 -0.2463
H 2.0379 -1.6860 0.6792
H 0.3460 -1.9162 1.0689
H -2.6818 0.2695 -1.3133
H -1.3045 0.8282 -2.2686
H -1.7194 -0.9081 -2.2868
H 1.0377 0.4723 0.4011
H 0.6375 1.3642 3.0228
H 0.7657 2.8164 2.0213
H -0.8357 2.2094 2.5054

Forces on atoms 1 to 3 (eV/Å):
H -0.35 -0.11 0.05
N 0.62 0.82 0.33
C -3.46 -1.19 -1.34

=====

Entry 9:
Computed, not measured: one molecule with the formula C5H11N3 at a distorted geometry, with ωB97M-V/def2-TZVPD.

As for the SMILES: C/N=C(\C=C/N)NC. The value obtained for the total energy is -361.2941 hartree. The calculation puts the energy relative to the best compared isomer or geometry (same formula, charge and spin) at 2.5919 eV. Its orbital gap is 8.93 eV. As for the total charge: 0.

Cartesian coordinates (Å):
C 1.9542 -1.3488 0.0795
N 0.5121 -1.4991 -0.2069
C -0.3377 -0.6701 0.2484
C -0.0337 0.6490 0.9513
C 0.6437 1.6834 0.3532
N 1.3075 1.4549 -0.7713
N -1.6778 -0.7990 0.0084
C -2.4847 0.2898 -0.3702
H 2.2507 -2.3489 0.5610
H 2.5313 -1.3645 -0.8552
H 2.2645 -0.5167 0.7905
H -0.7947 0.9873 1.7011
H 0.6837 2.6601 0.9152
H 1.8925 2.3836 -1.0891
H 1.6921 0.3916 -0.9622
H -1.7642 -1.7443 -0.4818
H -2.3129 0.7047 -1.3670
H -3.5392 0.0108 -0.2539
H -2.3472 1.1192 0.2574

Forces on atoms 1 to 3 (eV/Å):
C -0.33 -1.74 1.60
N 0.72 -0.14 -0.12
C 1.15 3.01 0.54

=====

Entry 10:
Computed, not measured: C5H11N3 as an isolated structure at a distorted geometry, with ωB97M-V/def2-TZVPD.

The value obtained for the total energy is -361.2090 hartree. The calculation puts the energy relative to the best compared isomer or geometry (same formula, charge and spin) at 4.9094 eV. Its orbital gap is 8.51 eV. As for the total charge: 0.

Cartesian coordinates (Å):
C -0.4682 -0.2055 -0.3558
C 2.7257 -0.2302 0.2916
N 0.0185 0.7005 0.5177
C 1.7557 0.8361 -0.1134
N -0.3663 -1.5368 -0.0565
C -2.2908 0.4528 0.3224
C -3.3313 -0.2884 -0.0407
N 2.0244 1.9169 -0.7093
H -0.2420 1.6598 0.3280
H -0.4682 0.0006 -1.4265
H -0.4141 -1.7505 0.9309
H -0.8439 -2.1792 -0.6699
H 3.0351 2.0797 -0.8412
H -2.4506 1.3213 0.9602
H 3.7655 0.1097 0.1940
H 2.5485 -0.5012 1.3352
H 2.5651 -1.1256 -0.3164
H -4.3543 -0.0483 0.2554
H -3.2089 -1.2116 -0.6057

Forces on atoms 1 to 3 (eV/Å):
C -6.05 0.86 0.24
C -0.36 -0.27 0.31
N 7.38 0.84 -0.17

=====

Entry 11:
Computed, not measured: one molecule with the formula C5H11N3 at a distorted geometry, with ωB97M-V/def2-TZVPD.

As for the SMILES: C/C(N)=C/C=C(N)N. The value obtained for the total energy is -361.2936 hartree. The calculation puts the energy relative to the best compared isomer or geometry (same formula, charge and spin) at 2.6067 eV. Its orbital gap is 7.38 eV. As for the total charge: 0.

Cartesian coordinates (Å):
C -1.9666 1.2555 -0.0401
C -1.1535 -0.0008 0.1123
N -1.4467 -0.9887 -0.8579
C -0.5530 -0.3317 1.3405
C 0.7314 -0.8505 1.1531
C 1.3200 -0.2634 0.0138
N 2.1886 -1.0025 -0.7613
N 1.5411 1.1233 -0.1611
H -1.5487 1.8663 -0.8512
H -1.9391 1.8601 0.8707
H -3.0128 1.0404 -0.2759
H -1.3023 -0.6521 -1.8066
H -0.9008 -1.8313 -0.7142
H -0.9181 0.0199 2.3046
H 1.1238 -1.7322 1.6579
H 2.4321 -0.5530 -1.6340
H 1.9677 -1.9839 -0.8471
H 2.5074 1.3518 0.0661
H 0.9297 1.6727 0.4303

Forces on atoms 1 to 3 (eV/Å):
C -0.22 -0.14 0.00
C -0.93 -0.01 1.78
N 0.71 0.43 -0.38

=====

Entry 12:
Computed, not measured: a 2-piece molecular cluster, C5H11N3 overall at a distorted geometry, with ωB97M-V/def2-TZVPD.

As for the SMILES: [H]/N=C/C.CN(C)C#N. The value obtained for the total energy is -361.2798 hartree. The calculation puts the energy relative to the best compared isomer or geometry (same formula, charge and spin) at 2.9825 eV. Its orbital gap is 9.24 eV. As for the total charge: 0.

Cartesian coordinates (Å):
H -0.4837 0.8361 0.2139
N 0.0235 1.7490 -0.3244
C 0.8914 1.2489 -1.0485
C 1.8652 1.8988 -1.9630
H 0.9192 0.0340 -1.0109
H 1.6784 1.5660 -2.9848
H 1.7592 2.9786 -1.9265
H 2.8852 1.6166 -1.7020
C -1.9615 -1.1267 0.2740
N -0.6083 -0.7462 0.6834
C -0.4142 -0.6941 2.1341
C 0.3957 -1.4008 -0.0086
N 1.0364 -2.3263 -0.3230
H -2.0070 -1.1799 -0.8126
H -2.6524 -0.3529 0.6139
H -2.2464 -2.0987 0.6893
H -1.0543 0.0913 2.5406
H 0.6240 -0.4417 2.3487
H -0.6506 -1.6519 2.6064

Forces on atoms 1 to 3 (eV/Å):
H 1.51 3.08 -1.65
N -2.29 -0.85 2.19
C 0.44 -3.61 -0.32

=====

Entry 13:
Computed, not measured: one molecule with the formula C5H11N3 at a distorted geometry, with ωB97M-V/def2-TZVPD.

The value obtained for the total energy is -361.1384 hartree. As for the multiplicity: 3. The calculation puts the energy relative to the best compared isomer or geometry (same formula, charge and spin) at 0.6691 eV. Its orbital gap (spin up / spin down) is 6.98 / 7.82 eV. As for the total charge: 0.

Cartesian coordinates (Å):
C 0.8299 1.1112 2.1494
C -0.3837 0.4228 -1.0438
C -1.4130 1.1050 -2.0337
C 1.0925 -1.3741 -1.0296
C -0.4036 -0.6752 1.4570
N 0.0258 1.1904 0.0112
N 0.0351 -0.6885 -1.5618
N 0.2327 0.5750 1.1231
H 1.4002 2.0308 2.3145
H 0.8078 0.5515 3.0192
H -1.5776 0.4978 -2.8366
H -1.1003 2.0987 -2.1910
H -2.3574 1.3594 -1.6904
H 1.4270 -2.2811 -1.5366
H 0.9495 -1.8731 -0.0644
H 2.0165 -0.8214 -0.7873
H 0.3139 -1.3563 1.6993
H -0.7934 -1.1534 0.6665
H -1.1020 -0.7193 2.3350

Forces on atoms 1 to 3 (eV/Å):
C 3.13 3.91 4.14
C -1.92 0.35 -3.14
C 1.97 0.43 3.15